# 1
DFT (ωB97M-V with the def2-TZVPD basis set) results for a cluster of 33 separate species, C89H150N33O2 in total in a non-equilibrium geometry.

Geometry as ORCA input:
```
! RIJCOSX wB97M-V def2-TZVPD def2/J DEFGRID3
* xyz -1 1
C -1.23623 0.13102 4.11578
C -1.93295 -0.37443 2.88375
C -1.08946 -0.42016 1.54797
C -0.75647 0.97431 1.04370
N 0.32879 1.04094 -0.09009
C 1.67084 0.28614 0.41473
C 2.83058 1.13171 -0.12565
C 2.36624 2.53536 0.09316
C 0.83630 2.46398 -0.36376
C -0.21618 0.34417 -1.35440
C 0.74846 0.30537 -2.58158
C 0.16306 -0.71548 -3.66988
H -1.71987 -0.17307 5.04408
H -1.13227 1.21397 4.18306
H -0.26884 -0.37099 4.10014
H -2.83287 0.16879 2.59541
H -2.32480 -1.35343 3.15961
H -1.69932 -0.96814 0.82971
H -0.17773 -1.01628 1.58628
H -0.30008 1.61160 1.80112
H -1.53611 1.55690 0.55294
H 1.62038 -0.76386 0.12654
H 1.68172 0.34988 1.50281
H 3.22511 0.87982 -1.11003
H 3.68956 0.98475 0.52906
H 2.89461 3.25895 -0.52759
H 2.52603 2.96367 1.08266
H 0.81473 2.65850 -1.43605
H 0.17324 3.10534 0.21685
H -1.12940 0.81828 -1.71404
H -0.31862 -0.65916 -0.94094
H 1.75236 -0.00695 -2.29394
H 0.97804 1.24819 -3.07805
H 0.26383 -1.75812 -3.36847
H 0.62065 -0.56373 -4.64748
H -0.87777 -0.52268 -3.92982
C 6.61788 -2.43143 -3.00206
C 5.44583 -2.69657 -2.08753
C 4.42516 -1.62064 -2.44622
C 3.54419 -1.90831 -3.72981
C 2.86735 -3.24788 -3.55245
C 3.87290 -4.45863 -3.20416
N 4.80957 -4.03770 -2.14858
O 5.63148 -5.14068 -1.70605
C 4.51395 -4.84078 -4.52764
C 2.92711 -5.57877 -2.73124
C 5.93807 -2.28903 -0.62857
H 6.45546 -2.24529 -4.06370
H 7.34004 -3.24325 -2.91528
H 7.09824 -1.52478 -2.63418
H 4.87938 -0.63897 -2.58080
H 3.78123 -1.58105 -1.56766
H 4.14910 -1.79235 -4.62910
H 2.80848 -1.11065 -3.83260
H 2.17920 -3.48681 -4.36330
H 2.26955 -3.08981 -2.65482
H 3.79937 -5.17786 -5.27853
H 5.32983 -5.55613 -4.63113
H 4.95400 -3.88009 -4.79512
H 2.26783 -5.15139 -1.97573
H 3.47674 -6.40331 -2.27721
H 2.35788 -5.99130 -3.56426
H 5.38686 -2.77338 0.17746
H 6.03728 -1.21670 -0.46016
H 6.85709 -2.85377 -0.47183
C -5.58983 3.89819 -1.10539
C -4.74464 2.91092 -0.31381
C -5.59568 2.13785 0.80189
C -6.44429 1.04415 0.20045
C -5.69846 0.07568 -0.68125
C -4.81555 0.78383 -1.77684
N -4.06075 1.93843 -1.17685
O -3.08930 2.56285 -2.07685
C -5.75851 1.27110 -2.91534
C -3.86891 -0.29951 -2.31169
C -3.70042 3.75533 0.54764
H -5.04534 4.33011 -1.94507
H -5.86191 4.80273 -0.56143
H -6.50423 3.43927 -1.48137
H -6.34455 2.78258 1.26189
H -4.87197 1.88969 1.57826
H -7.26391 1.49829 -0.35640
H -6.88682 0.56472 1.07362
H -6.37583 -0.63079 -1.16101
H -5.06905 -0.48274 0.01166
H -6.76600 1.48575 -2.55900
H -5.81757 0.38661 -3.54960
H -5.24923 2.01665 -3.52598
H -3.38931 0.03694 -3.23087
H -4.41694 -1.21680 -2.52695
H -3.12488 -0.50106 -1.54104
H -4.24040 4.08102 1.43672
H -3.25164 4.60606 0.03486
H -2.95263 3.08234 0.96714
C -6.35046 -2.40461 -4.59725
C -6.95300 -3.51512 -5.30535
N -7.34980 -4.39759 -5.93288
H -5.38529 -2.12601 -5.02026
H -6.31947 -2.79906 -3.58161
H -7.07638 -1.59187 -4.57283
C -1.20186 5.96488 2.42464
C 0.03888 5.18800 2.68975
N 0.97577 4.59310 2.91790
H -1.87957 5.28630 1.90664
H -0.89898 6.69436 1.67349
H -1.56070 6.45379 3.33034
C 2.83242 -4.39103 0.68158
C 1.42640 -3.84124 0.46187
N 0.35381 -3.44074 0.20592
H 3.03035 -4.45226 1.75171
H 3.52055 -3.75819 0.12115
H 2.78945 -5.38154 0.22865
C -4.33761 -3.75160 -0.31458
C -4.12714 -4.05614 1.09223
N -4.00549 -4.29648 2.20296
H -5.14074 -4.42180 -0.62103
H -3.40978 -4.08053 -0.78258
H -4.52045 -2.70054 -0.53811
C -1.65550 5.39540 -3.14575
C -0.87544 5.65848 -1.88638
N -0.28978 5.82906 -0.88730
H -1.21008 4.52809 -3.63306
H -1.71779 6.29215 -3.76226
H -2.64247 5.07073 -2.81624
C -2.80137 -4.32886 4.92549
C -4.11695 -4.49526 5.47472
N -5.15985 -4.65490 5.94065
H -2.11615 -4.52344 5.75054
H -2.72687 -3.41978 4.32873
H -2.56822 -5.12218 4.21530
C 4.32685 -2.05145 -7.65736
C 3.77756 -1.07521 -8.61552
N 3.42224 -0.34245 -9.37464
H 4.63176 -1.53254 -6.74859
H 5.32197 -2.42351 -7.90110
H 3.65445 -2.88161 -7.44099
C -6.45784 -1.93519 3.30461
C -5.60567 -1.29545 4.35683
N -4.94517 -0.88396 5.17249
H -6.98961 -1.18076 2.72481
H -7.04263 -2.64123 3.89420
H -5.72944 -2.45286 2.68048
C -4.69515 3.17884 8.08506
C -3.97631 1.99100 7.62182
N -3.37710 1.10484 7.20969
H -5.34221 2.93405 8.92736
H -5.24976 3.71900 7.31776
H -3.95968 3.88858 8.46384
C -0.40479 0.26739 -9.50333
C -1.01665 -0.95811 -9.86873
N -1.53038 -1.98600 -10.14512
H -1.07753 1.11150 -9.65498
H 0.52886 0.43825 -10.03924
H -0.08905 0.29282 -8.46037
C -4.01388 -3.79207 -7.79524
C -3.30717 -2.77548 -6.99678
N -2.71451 -2.02347 -6.32900
H -4.43515 -4.51304 -7.09463
H -3.32352 -4.32339 -8.45036
H -4.76539 -3.39619 -8.47833
C 2.85306 6.46675 0.52617
C 2.96174 7.86469 0.07903
N 2.99904 8.96093 -0.29632
H 1.85627 6.13827 0.82049
H 3.49238 6.39356 1.40595
H 3.25179 5.78675 -0.22663
C 5.77564 -1.91878 3.02861
C 5.30067 -2.75110 4.18375
N 4.97706 -3.42345 5.04680
H 6.62559 -1.32608 3.36686
H 4.99057 -1.27858 2.62624
H 6.12135 -2.70785 2.36082
C 1.48916 5.17337 -5.08326
C 2.34868 4.53745 -4.09735
N 3.04571 3.98539 -3.34736
H 0.75340 4.48868 -5.50509
H 2.11867 5.45886 -5.92606
H 1.01436 6.10275 -4.76876
C -3.86236 -2.14314 8.28380
C -3.57612 -2.90296 9.47219
N -3.35562 -3.52410 10.39495
H -4.24763 -1.14906 8.51069
H -4.63924 -2.61774 7.68437
H -3.03545 -1.97851 7.59300
C -1.67431 -4.28027 -3.85917
C -3.06933 -4.61222 -3.53308
N -4.21343 -4.83568 -3.27920
H -1.40540 -4.79333 -4.78250
H -0.96705 -4.64963 -3.11657
H -1.50319 -3.24939 -4.16922
C -5.46306 2.72931 4.56926
C -6.56165 1.85141 4.18229
N -7.43250 1.09385 3.92344
H -5.03557 3.01388 3.60782
H -4.74845 2.30447 5.27420
H -5.85574 3.64570 5.00990
C -0.90419 3.53204 6.03731
C -2.03172 3.95755 5.22063
N -2.97619 4.30224 4.63191
H 0.07448 3.79434 5.63544
H -0.90666 2.44211 6.04915
H -0.94689 3.88723 7.06693
C 1.84615 3.92116 8.12053
C 1.58135 2.59256 8.75379
N 1.31102 1.58118 9.26384
H 1.09698 4.61452 8.50275
H 1.88356 3.77027 7.04167
H 2.79632 4.30611 8.49079
C 5.94581 3.03004 -2.21984
C 5.87947 4.12300 -1.24740
N 5.84143 4.96931 -0.46262
H 5.12584 2.35434 -1.97655
H 6.90026 2.50825 -2.28932
H 5.68674 3.30791 -3.24149
C -0.55589 -0.82131 8.37541
C -0.40834 -2.15734 7.81790
N -0.33669 -3.19252 7.36854
H -0.24599 -0.06301 7.65635
H 0.00043 -0.84190 9.31252
H -1.60848 -0.63862 8.59172
C 4.47954 2.61134 3.65108
C 5.37448 1.88839 2.74755
N 6.08086 1.32400 2.03110
H 3.44451 2.32561 3.46353
H 4.39239 3.67518 3.43028
H 4.62276 2.48473 4.72419
C -2.91804 2.14993 -5.58980
C -1.44175 2.01995 -5.71863
N -0.29276 1.93735 -5.80230
H -3.21903 1.52601 -4.74826
H -3.48258 1.89412 -6.48643
H -3.21759 3.18099 -5.40190
C 1.39611 -5.81008 -7.09047
C 0.23319 -6.30052 -7.75689
N -0.71295 -6.68801 -8.36100
H 1.38199 -4.72272 -7.16488
H 2.23164 -6.05084 -7.74777
H 1.60078 -6.09387 -6.05816
C 4.21878 1.53818 -5.55522
C 4.30651 2.87385 -6.16120
N 4.33417 3.94976 -6.64008
H 4.37531 1.59983 -4.47828
H 5.10686 0.98294 -5.85710
H 3.22530 1.16701 -5.80684
C 0.67480 -3.73358 4.31769
C 1.56258 -2.75219 3.64218
N 2.32867 -2.00941 3.12290
H 0.60280 -4.54456 3.59296
H -0.31681 -3.29302 4.42126
H 1.07333 -4.07955 5.27141
C -2.48409 -7.03060 2.08208
C -1.44046 -8.07351 1.86322
N -0.64657 -8.91241 1.71775
H -3.08971 -7.25462 2.96022
H -3.06167 -7.04262 1.15776
H -2.08146 -6.01857 2.12438
C 3.73548 -0.23900 6.49613
C 2.70608 0.59046 5.86903
N 1.86255 1.21270 5.39740
H 4.59384 0.41448 6.65193
H 3.87772 -1.13775 5.89602
H 3.46226 -0.45721 7.52852
C 2.88340 8.29399 3.58219
C 1.41510 8.42150 3.58084
N 0.28036 8.50651 3.52125
H 2.97144 7.20962 3.51540
H 3.38376 8.74104 4.44121
H 3.23409 8.78405 2.67391
C 8.86318 -0.64449 0.97392
C 8.97428 0.25031 -0.11432
N 9.14279 0.90746 -1.04903
H 9.67604 -0.53580 1.69194
H 9.03571 -1.61000 0.49841
H 7.83863 -0.67398 1.34476
*
```

Summary:
HOMO (eV): -3.2
HOMO-LUMO gap (eV): 3.98

Results of the Mulliken charge analysis, in e, for atoms 1 through 4: number 1, C, carries -0.274; number 2, C, carries 0.861; number 3, C, carries 0.943; number 4, C, carries 0.158



# 2
DFT (ωB97M-V with the def2-TZVPD basis set) results for the molecule C4H8N2O.

Geometry as ORCA input:
```
! RIJCOSX wB97M-V def2-TZVPD def2/J DEFGRID3
* xyz 0 1
C -0.62469 0.12730 1.77608
N -0.76431 -0.18436 0.44651
C 0.40695 -0.09778 -0.35349
C 0.12853 -0.29029 -1.82987
O -0.21047 -1.62287 -2.14721
C 1.12029 1.30338 0.00193
N 0.85673 1.73578 1.11230
H -1.54927 0.37276 2.29338
H 0.07265 -0.49797 2.33129
H 0.44797 1.99962 1.98891
H -1.54049 0.31334 0.01917
H 1.15004 -0.83034 -0.01647
H 1.03075 -0.04311 -2.39282
H -0.65992 0.41518 -2.14844
H -0.90018 -1.89606 -1.52839
*
```

Summary:
HOMO (spin up / spin down) (eV): -7.2 / -7.2
ΔE to the lowest compared entry with this formula, charge and spin (kcal/mol): 122.5
HOMO-LUMO gap (spin up / spin down) (eV): 7.92 / 7.93

Results of the Mulliken charge analysis, in e, for atoms 1 through 4: number 1, C, carries -0.817; number 2, N, carries -0.236; number 3, C, carries 0.335; number 4, C, carries -0.673



# 3
DFT (ωB97M-V with the def2-TZVPD basis set) results for a structure of composition C19H32N5OTc in a non-equilibrium geometry.

Geometry as ORCA input:
```
! RIJCOSX wB97M-V def2-TZVPD def2/J DEFGRID3
* xyz 3 2
Tc -0.05601 0.14575 0.06926
C 3.76620 1.92732 1.39944
C 2.45922 1.55564 0.80568
N 1.87797 0.40701 0.89108
C 2.49529 -0.75502 1.51316
C 2.46991 -1.95000 0.53329
N 1.70985 -1.63554 -0.67287
C 1.21460 -2.78452 -1.42783
C 0.15243 -2.31548 -2.39748
N -0.94387 -1.75429 -1.62246
C -2.05524 -1.19040 -2.37475
C -2.63418 -0.04344 -1.55095
N -1.52366 0.85584 -1.23861
C -1.40338 2.00560 -1.81047
C -2.35159 2.58224 -2.79566
C -0.20479 2.73341 -1.35592
C 0.09301 4.05805 -1.61866
C 1.22052 4.62441 -1.03711
C 2.03014 3.84401 -0.21797
C 1.69186 2.52222 -0.00528
N 0.58965 1.96750 -0.56674
H 4.04143 1.29849 2.24024
H 3.75294 2.95880 1.74741
H 4.55612 1.85734 0.64301
H 1.93535 -1.00967 2.41338
H 3.51839 -0.54706 1.81119
H 2.00648 -2.80826 1.01555
H 3.49761 -2.23006 0.28913
H 2.23466 -1.02190 -1.28827
H 0.79116 -3.50628 -0.72665
H 2.01367 -3.29053 -1.97538
H -0.17034 -3.14655 -3.03088
H 0.55652 -1.53624 -3.05004
H -1.26476 -2.43061 -0.93575
H -2.84039 -1.92298 -2.57547
H -1.69153 -0.81365 -3.33142
H -3.03353 -0.43711 -0.61703
H -3.44146 0.46478 -2.07405
H -3.25311 2.95176 -2.29513
H -2.67201 1.84320 -3.52923
H -1.90459 3.41731 -3.32624
H -0.54542 4.65971 -2.24977
H 1.46273 5.66448 -1.21712
H 2.91071 4.26511 0.24519
C -1.66502 -2.95828 2.33740
C -1.44498 -1.44885 2.33127
C -2.78983 -0.69966 2.31549
C -0.61570 -1.01252 3.55371
O -0.73165 -1.09400 1.14023
H -2.20461 -3.22968 3.24327
H -0.71259 -3.48962 2.33143
H -2.26221 -3.27276 1.47959
H -3.29934 -0.85720 3.26363
H -3.44292 -1.08077 1.52943
H -2.62627 0.37374 2.18452
H -1.25423 -0.96793 4.43312
H -0.19226 -0.01700 3.39549
H 0.18306 -1.72587 3.75962
*
```

Summary:
HOMO (spin up / spin down) (eV): -17.9 / -17.9
HOMO-LUMO gap (spin up / spin down) (eV): 5.90 / 5.91
<S²>: 0.812

Results of the Mulliken charge analysis, in e, for atoms 1 through 4: number 1, Tc, carries 0.701; number 2, C, carries -1.979; number 3, C, carries 0.132; number 4, N, carries 0.403



no.,E (eV)
1,-147980.7832
2,-9301.0792
3,-31891.4241